ORCA calculation (ωB97M-V/def2-TZVPD) on 2 unconnected molecules or ions with the total composition C7H13NO.

Structure (XYZ):
```
22
Properties=species:S:1:pos:R:3:forces:R:3:mulliken_charge:R:1
H -2.237608 1.026389 0.879046 -0.0761 0.0332 -0.0147 0.360
H 0.874103 1.834219 -2.388582 0.1266 0.0265 0.1191 0.356
H -2.023083 -0.006915 2.308004 -0.0825 -0.0525 -0.0519 0.391
O -2.296566 -1.111275 -1.434741 2.0289 0.0261 -0.7811 -0.469
C -1.394692 -0.961324 -0.684726 -2.8331 1.1571 3.4710 0.237
H 0.777169 -1.958585 0.849177 0.1700 -0.0980 0.0035 0.258
H 1.724950 -1.279745 -1.046404 -0.1085 0.1014 -0.0920 0.190
H -0.704351 1.030429 1.752848 -0.0474 0.1912 0.1624 0.315
C -0.940943 -0.689965 0.568546 -1.0622 -1.3727 -0.6176 1.137
H -0.743678 -2.738812 1.162448 0.0004 -0.1014 0.2899 0.350
H 2.492384 0.275750 0.802780 0.2525 -0.2552 -0.1990 0.290
C 1.905486 0.973179 0.226626 -1.6096 -0.6651 0.2315 -1.034
H -0.696621 1.270941 -1.863216 -0.1249 0.0316 -0.0282 0.331
C -0.207644 -1.797783 1.290251 0.8181 0.0195 -0.7323 -1.375
N 0.923875 -0.723673 -1.327460 0.8299 0.5613 1.0224 -0.466
C 0.265561 1.637400 -1.504927 -0.7772 -0.3271 0.5313 -1.424
H 0.082099 2.555285 -0.953210 0.1020 0.1390 -0.0613 0.381
H 0.888844 -0.713912 -2.339480 0.0608 0.6408 0.1009 0.222
C 0.922581 0.599429 -0.627104 2.6260 -0.6269 -2.8735 0.776
C -1.532679 0.400003 1.421491 0.1083 0.1263 -0.4427 -1.498
H 1.941564 1.997454 0.559047 -0.0637 0.1805 0.0343 0.316
H -0.020750 -1.618489 2.349585 -0.3384 0.2641 -0.0723 0.357
```
Positions in Å, forces in eV/Å.

Calculated values
Gap between HOMO and LUMO, eV: 8.07
Spin multiplicity: 1
SMILES string: CC(C)=C=O.C=C(C)N
LUMO energy, eV: 0.820
Energy above the lowest of the compared OMol25 structures with the same formula, charge and spin, kcal/mol: 83.2
Molar mass, g mol⁻¹: 127.19



ORCA calculation (ωB97M-V/def2-TZVPD) on 2 unconnected molecules or ions with the total composition C8H16NO4S.

Structure (XYZ):
```
30
Properties=species:S:1:pos:R:3:forces:R:3:mulliken_charge:R:1
H 3.650305 -1.623036 0.814997 -0.6893 0.7115 -0.1645 0.381
O 0.863421 0.613041 -2.373486 -1.0069 -0.8784 -0.4247 -0.614
H 2.285431 -2.407167 -0.016760 1.1216 1.0014 -0.1051 0.312
H 1.464868 1.978100 -1.002051 -0.2155 0.0967 0.1098 0.378
H -0.223227 1.141481 1.533920 0.0332 -0.6884 -0.1648 0.509
H -2.743827 1.686288 1.319290 0.5480 0.9468 -0.5083 0.272
C -2.086189 2.359987 0.711619 -1.2214 -0.5888 -1.2607 -1.486
H 3.142711 -1.018684 -0.918157 -0.3218 -0.9492 2.0765 0.286
O -2.188974 -1.684744 0.142726 3.1318 -1.4160 -1.6674 -0.082
C -0.278603 0.862278 0.481949 0.8843 0.3375 0.6705 -0.309
H 0.105020 -1.014971 2.206310 0.2363 -0.2242 -0.4157 0.369
O -1.422083 1.701975 -1.500415 1.3673 0.1005 -0.2705 -0.612
C -1.506419 -1.522935 -1.064825 -0.3691 0.6495 1.5265 0.111
O -3.395472 -1.072535 0.255689 -2.5428 0.2722 -0.3356 -0.330
H -0.579024 1.516675 -2.045889 -1.3598 -0.1892 0.7649 0.540
H -2.599307 2.976539 -0.009211 -1.0446 0.2693 0.2838 0.438
C 1.581952 -0.689745 0.644605 0.3279 1.4422 0.4109 0.963
S -0.010097 -2.245907 -1.105328 -2.4759 0.2334 -1.0900 -0.246
H -1.995073 -0.746889 -1.776513 0.7221 -1.6130 1.0720 0.448
H 2.550714 0.647053 -1.277135 0.5831 -0.2092 0.2655 0.409
C 1.520020 0.911496 -1.190068 -0.4078 -0.5603 0.0915 -0.676
N 0.871280 0.198780 -0.033332 2.4845 0.6972 0.3990 0.301
H 1.536983 -2.088580 2.194753 -0.1170 0.0349 0.1397 0.388
C 1.185972 -1.073286 2.011526 -1.2220 -0.8861 0.2529 -1.447
H 1.593710 -0.452511 2.792794 0.6590 0.5556 0.0201 0.373
H 0.538809 -0.337042 -2.324914 0.6604 0.9333 -0.2302 0.329
C -1.184933 1.595255 -0.182401 0.2244 -0.8926 -0.2525 0.247
H -4.014896 -1.849707 0.329937 0.6256 0.9903 -0.0894 0.335
H -1.473600 3.030310 1.250201 0.4028 0.5773 1.1935 0.436
C 2.810523 -1.391518 0.130172 -1.0185 -0.7541 -2.2978 -1.024
```
Positions in Å, forces in eV/Å.

Calculated values
Net charge: +1
Gap between HOMO and LUMO, eV: 8.47
Spin multiplicity: 1
LUMO energy, eV: -4.222
Energy above the lowest of the compared OMol25 structures with the same formula, charge and spin, kcal/mol: 0.0
Molar mass, g mol⁻¹: 222.29



ORCA calculation (ωB97M-V/def2-TZVPD) on 3 unconnected molecules or ions with the total composition C18H34NO6.

Structure (XYZ):
```
59
Properties=species:S:1:pos:R:3:forces:R:3:mulliken_charge:R:1
H -1.137869 -3.555006 4.344738 0.0634 0.0116 -0.0446 0.378
H 0.704091 2.617885 -5.175487 -0.0004 0.0134 -0.0446 0.111
C 0.569159 1.641012 2.663777 -0.0686 -0.0048 0.0388 -0.965
C 3.700985 0.374424 -4.571559 -0.0809 -0.0123 -0.0606 -0.413
H -1.098392 -4.928676 3.286493 -0.0628 0.0115 -0.0351 0.388
C -0.700655 1.771114 3.504530 -0.0425 -0.0279 -0.0158 -0.644
C -1.100147 2.565935 -3.963750 -0.0118 0.0333 0.0427 -0.408
C 0.273650 1.369536 1.171915 0.0890 0.0565 0.0148 0.411
C -1.042101 2.048931 0.781386 -0.0496 -0.0731 -0.1033 -0.397
H -0.965541 3.127435 0.924463 -0.0157 -0.0110 0.0802 0.534
H 0.335901 -0.102709 -0.357934 -0.0567 -0.0048 0.0155 0.287
H 1.118519 2.578405 2.761204 -0.0265 -0.0219 -0.0177 0.401
H -0.261244 4.116892 -5.285741 -0.0255 0.0130 0.0252 0.353
C 0.243822 -0.107490 0.733262 -0.0555 -0.0404 -0.0295 -0.589
H 1.094123 -3.368364 2.814756 0.0290 0.0206 -0.0425 0.299
C 0.470363 3.131887 -2.423560 0.0207 -0.1181 -0.0664 0.663
C -0.953108 -3.061459 2.256260 0.0238 0.0610 -0.1166 0.938
H 2.761976 -0.010855 -2.643538 -0.0178 0.0027 0.0056 0.168
H -1.578402 -3.155268 1.361804 0.0031 -0.0749 -0.0039 0.324
H 0.530959 -4.436742 1.556481 -0.0558 0.0263 -0.0129 0.430
H 1.332725 -1.015544 2.387758 -0.0343 -0.0207 -0.0167 0.243
C -1.515172 -3.923346 3.387307 0.0186 -0.0904 0.0369 -0.441
H 0.531909 -2.519236 -0.070991 0.0156 -0.0462 0.0043 0.374
H 1.056472 1.866612 0.601845 0.0167 -0.0609 -0.0245 0.859
O 1.046343 3.204833 -1.379009 -0.0436 0.0318 0.0100 -0.523
H 2.293597 -0.660594 0.979774 0.0053 -0.0288 0.0009 0.403
C 1.735099 -0.555704 -5.210410 0.0164 0.0703 0.0192 0.611
O -0.557758 2.292525 -2.657113 -0.0745 0.0587 0.0188 -0.255
H -3.455308 -3.704993 4.395896 0.0347 0.0039 -0.0125 0.285
C -2.232971 1.473845 1.554210 0.0171 0.0054 0.0837 -1.077
C 0.045379 3.299455 -4.641449 0.0335 -0.0278 0.0367 -0.220
C -3.050118 -3.991232 3.424644 -0.0734 0.0662 0.0337 -1.216
H -2.989530 2.224556 1.779507 0.0336 0.0023 -0.0529 0.433
C 1.132388 -2.498541 0.845349 0.0075 0.0107 -0.0860 -1.054
H -2.710872 0.647359 1.031093 0.0005 0.0251 0.0208 0.407
O 0.770806 3.842129 -3.519165 0.0335 -0.0390 -0.0296 -0.384
H -1.097402 2.786668 3.506922 0.0340 -0.0303 0.0172 0.378
H -1.981595 3.195190 -3.840119 -0.0223 -0.0324 -0.0263 0.335
N -1.781656 0.922608 2.893114 -0.0319 0.0155 -0.0562 0.198
H 4.640488 -0.008199 -4.185551 -0.0138 -0.0299 0.0117 0.330
H -3.421704 -4.993922 3.217491 0.0424 0.0021 -0.0416 0.306
H -1.013352 -1.999950 2.542602 -0.0334 -0.0102 0.0777 -0.930
H -3.497086 -3.331861 2.676486 0.0051 0.0217 0.0182 0.353
H -2.582244 0.851327 3.518119 -0.0084 -0.0027 0.0266 0.428
H 2.100642 -2.924693 0.578378 -0.0006 0.0132 0.0187 0.364
O 3.071420 -0.641580 -5.365055 0.0015 -0.0041 -0.0242 -0.341
H -1.428332 -0.028510 2.761487 0.0422 0.0028 -0.0062 -0.355
C 0.491106 -3.399013 1.899254 0.0336 -0.0169 0.1636 -0.929
C 2.646879 0.641578 -3.511033 0.1083 0.0313 0.0808 -0.116
H 2.594206 1.677332 -3.187438 0.0574 0.0244 0.0016 0.298
H 1.211896 0.866775 3.079553 -0.0188 0.0122 0.0128 0.340
H 3.884035 1.243977 -5.204421 0.0254 0.0033 0.0181 0.268
C 1.317059 -1.040453 1.292512 0.0257 0.1405 0.0402 -0.555
H -1.362603 1.623990 -4.435115 0.0402 -0.0094 -0.0113 0.329
O 1.435815 0.301572 -4.192524 -0.0349 0.0091 0.0112 -0.306
O 0.921618 -1.123365 -5.857633 -0.0220 -0.0288 -0.0137 -0.519
H -0.744350 -0.553994 0.909176 0.0326 -0.0331 0.0380 -0.087
H -1.233855 1.890875 -0.280093 0.0443 0.0677 0.0013 0.073
H -0.570061 1.444635 4.535140 0.0271 0.0329 -0.0300 0.423
```
Positions in Å, forces in eV/Å.

Calculated values
Net charge: +1
Gap between HOMO and LUMO, eV: 10.33
Spin multiplicity: 1
LUMO energy, eV: -2.810
Energy above the lowest of the compared OMol25 structures with the same formula, charge and spin, kcal/mol: 0.0
Molar mass, g mol⁻¹: 360.47



ORCA calculation (ωB97M-V/def2-TZVPD) on 6 unconnected molecules or ions with the total composition H12O6.

Structure (XYZ):
```
18
Properties=species:S:1:pos:R:3:forces:R:3:mulliken_charge:R:1
H 6.932000 27.898000 11.948000 -0.5414 0.0798 0.1025 0.252
H 2.666000 28.933000 14.086000 0.2095 0.1546 0.8934 0.310
O 7.348000 27.044000 12.085000 -0.4502 -0.0564 -0.9658 -0.592
H 7.351000 28.815000 10.199000 -0.4550 -0.3033 -0.1615 0.329
H 6.102000 28.116000 14.063000 -0.5318 0.4103 0.0396 0.408
O 2.526000 29.584000 13.399000 0.7341 1.1462 1.8063 -0.662
H 2.943000 31.057000 11.406000 0.1731 -0.1757 -0.2623 0.323
O 6.677000 27.855000 14.782000 0.5950 -0.4560 1.7423 -0.624
O 3.432000 30.574000 10.721000 -0.1239 0.0977 0.4837 -0.604
H 6.287000 28.000000 15.675000 0.1331 0.0233 -1.5010 0.280
H 7.930000 30.126000 10.393000 0.6552 0.9483 0.1801 0.317
H 8.102000 27.297000 12.592000 0.9285 -0.0636 0.8457 0.332
H 2.237000 29.005000 12.748000 -0.9376 -1.2998 -2.6525 0.328
H 5.557000 29.716000 11.930000 0.2721 -0.1273 -0.0498 0.336
O 7.072000 29.732000 10.315000 -0.2134 -0.7267 -0.0573 -0.653
O 5.399000 29.297000 12.789000 2.5885 -0.6192 -1.1411 -0.671
H 4.568000 29.607000 13.010000 -2.9760 0.8885 0.8760 0.305
H 2.959000 30.736000 9.904000 -0.0598 0.0792 -0.1783 0.285
```
Positions in Å, forces in eV/Å.

Calculated values
Gap between HOMO and LUMO, eV: 10.97
Spin multiplicity: 1
SMILES string: O.O.O.O.O.O
LUMO energy, eV: 0.450
Energy above the lowest of the compared OMol25 structures with the same formula, charge and spin, kcal/mol: 33.3
Molar mass, g mol⁻¹: 108.09



Which largest force on an atom belongs to each record? In order, 0.0900; 0.0743; 0.0033; 0.0628 Eh/bohr.